Formula: C21H19Cl2N4O2SiTa
Source: OMol25
Level of theory: ωB97M-V with the def2-TZVPD basis set

Each line ends with the Löwdin charge.
Cartesian coordinates (Å):
Ta: 0.566 1.381 -0.572  1.76
Cl: 2.048 -4.873 -3.242  0.76
C: 1.213 -3.432 -2.841  -0.66
C: 1.870 -2.487 -2.065  -0.01
C: 1.208 -1.320 -1.735  -0.20
N: 1.700 -0.252 -0.915  -0.07
C: 3.067 -0.234 -0.509  -0.41
O: 3.945 -0.910 -0.945  0.18
C: 3.319 0.793 0.552  -0.19
C: 4.456 0.794 1.319  0.06
C: 4.585 1.769 2.300  0.04
C: 3.581 2.718 2.464  0.01
C: 2.474 2.664 1.647  -0.10
N: 2.341 1.707 0.702  -0.07
C: -0.085 -1.092 -2.165  -0.20
C: -0.747 -2.025 -2.944  -0.01
C: -0.088 -3.200 -3.280  -0.66
Cl: -0.919 -4.347 -4.247  0.76
N: -0.578 0.188 -1.728  -0.07
C: -1.912 0.581 -2.023  -0.43
O: -2.747 -0.090 -2.547  0.17
C: -2.216 1.981 -1.586  -0.20
C: -3.430 2.573 -1.830  0.06
C: -3.623 3.879 -1.392  0.04
C: -2.600 4.543 -0.726  0.01
C: -1.410 3.886 -0.514  -0.09
N: -1.221 2.621 -0.940  -0.07
H: 2.880 -2.684 -1.750  0.11
H: 5.212 0.042 1.136  0.15
H: 5.463 1.792 2.933  0.14
H: 3.656 3.495 3.212  0.13
H: 1.681 3.396 1.736  0.11
H: -1.750 -1.874 -3.299  0.11
H: -4.191 2.011 -2.355  0.15
H: -4.567 4.379 -1.571  0.14
H: -2.716 5.560 -0.379  0.13
H: -0.585 4.374 -0.007  0.12
C: -0.740 1.937 2.713  -0.21
Si: -0.693 0.415 1.643  0.51
C: -2.362 -0.126 1.109  -0.19
C: 0.381 -0.946 2.271  -0.18
H: -0.022 1.866 3.532  0.05
H: -1.739 2.034 3.148  0.05
H: -0.548 2.872 2.179  -0.01
H: -2.871 -0.566 1.975  0.07
H: -2.320 -0.894 0.336  0.04
H: -2.974 0.711 0.769  0.04
H: 0.415 -0.925 3.364  0.05
H: 1.403 -0.877 1.902  0.01
H: -0.024 -1.913 1.964  0.05

Atomic forces in eV per Å
Ta -0.470 -0.600 0.456
Cl -0.060 0.020 -0.012
C 0.148 -0.089 0.026
C 0.031 -0.062 0.022
C 0.639 0.277 0.418
N 0.036 0.093 -0.245
C -0.385 0.127 -0.089
O 0.084 -0.225 0.028
C -0.199 0.097 -0.042
C 0.162 0.019 0.034
C 0.044 -0.002 0.029
C 0.034 0.036 0.025
C 0.089 -0.057 -0.175
N -0.225 0.092 -0.079
C -0.719 0.538 -0.027
C 0.025 -0.032 -0.002
C -0.158 -0.043 -0.105
Cl 0.068 0.019 0.041
N 0.123 -0.003 -0.122
C 0.363 -0.059 0.081
O -0.118 -0.094 -0.086
C 0.218 0.133 0.039
C -0.117 0.058 -0.032
C -0.078 0.007 -0.023
C -0.011 0.069 0.015
C 0.021 -0.127 -0.061
N 0.340 -0.156 0.004
H 0.001 0.007 -0.001
H 0.006 0.000 0.027
H -0.019 0.006 -0.017
H 0.005 -0.030 -0.013
H -0.036 -0.013 0.013
H -0.024 0.013 0.001
H -0.004 0.027 0.015
H 0.018 -0.017 -0.002
H -0.037 -0.008 -0.016
H 0.007 0.001 0.010
C -0.008 0.250 0.206
Si 0.547 0.134 -0.662
C -0.390 -0.129 0.028
C 0.090 -0.251 0.247
H -0.010 0.040 -0.022
H 0.043 0.003 0.032
H -0.060 0.032 0.061
H -0.011 0.027 -0.046
H -0.043 0.010 0.007
H -0.063 -0.060 -0.019
H -0.015 -0.056 -0.037
H 0.052 -0.036 0.073
H 0.065 0.012 -0.006

M   639.3 g mol⁻¹
2S+1   1
Net charge   +2
Calculated total energy   -2447.57628 Ha
LUMO level   -8.0758 eV
HOMO-LUMO gap   5.6 eV


Formula: C3H8OS
Source: OMol25
Level of theory: ωB97M-V with the def2-TZVPD basis set

Each line ends with the Löwdin charge.
Cartesian coordinates (Å):
C: -0.546 -0.787 2.335  -0.15
O: -1.537 -1.162 1.781  -0.02
H: -0.785 -0.235 3.327  0.11
H: 0.493 -0.906 1.942  0.08
C: -0.659 1.073 -0.765  -0.13
C: 0.371 -0.191 -1.076  -0.60
S: 1.803 0.520 -1.986  0.65
H: -0.142 1.792 -0.142  0.05
H: -0.701 1.359 -1.821  0.05
H: -1.473 0.542 -0.269  0.05
H: -0.127 -0.940 -1.719  0.06
H: 0.627 -0.695 -0.150  0.01
H: 2.677 -0.372 -1.458  -0.15

Atomic forces in eV per Å
C -1.096 1.107 1.757
O 0.220 -0.556 -0.949
H 1.327 -0.562 -0.996
H -0.442 0.022 0.291
C 2.447 -3.356 -1.147
C -1.204 1.411 0.182
S 0.122 -0.884 0.865
H -0.101 0.163 0.021
H -1.286 0.808 0.571
H -0.505 0.836 -0.442
H 0.090 0.549 0.321
H 0.469 0.086 -0.073
H -0.040 0.376 -0.400

M   92.2 g mol⁻¹
2S+1   1
Net charge   0
Calculated total energy   -592.45909 Ha
LUMO level   0.6386 eV
HOMO-LUMO gap   9.7 eV


Formula: H52O26
Source: OMol25
Level of theory: ωB97M-V with the def2-TZVPD basis set

Each line ends with the Löwdin charge.
Cartesian coordinates (Å):
O: 2.561 1.088 3.072  -0.05
H: 1.889 1.633 3.565  0.06
H: 2.842 1.669 2.394  0.00
O: -1.604 -0.119 -3.210  -0.04
H: -0.709 0.006 -3.579  0.03
H: -1.713 0.793 -3.021  0.05
O: 0.487 3.014 -2.689  -0.08
H: 0.632 3.377 -1.745  0.05
H: 0.505 3.838 -3.203  0.06
O: -4.546 -1.502 0.666  -0.05
H: -4.609 -1.934 -0.234  0.05
H: -3.912 -2.034 1.153  0.04
O: 0.985 0.455 -3.775  -0.08
H: 0.784 1.275 -3.353  -0.02
H: 1.752 -0.028 -3.338  0.04
O: -3.416 1.826 3.533  -0.10
H: -3.833 1.513 2.665  0.03
H: -4.126 2.022 4.176  0.05
O: -0.780 5.656 0.521  -0.07
H: -1.024 6.325 1.188  0.06
H: 0.147 5.528 0.769  0.02
O: -1.026 -1.956 -1.050  -0.03
H: -1.257 -1.258 -1.691  0.02
H: -1.637 -1.977 -0.336  0.00
O: 1.612 -3.265 -1.746  -0.07
H: 2.012 -3.856 -1.054  0.05
H: 0.701 -3.052 -1.482  0.03
O: -1.218 -0.256 3.321  -0.07
H: -0.612 0.265 2.714  0.06
H: -1.714 0.475 3.706  0.01
O: 2.626 -1.579 1.398  -0.09
H: 3.113 -1.219 2.167  0.07
H: 2.082 -0.759 1.128  0.05
O: -4.067 1.043 0.855  -0.11
H: -4.852 1.630 0.770  0.07
H: -4.426 0.096 0.833  0.02
O: 1.384 0.317 -6.589  -0.05
H: 0.802 0.612 -7.252  0.00
H: 0.995 0.676 -5.785  -0.01
O: 1.446 -1.297 4.081  -0.07
H: 0.647 -0.796 4.264  0.01
H: 2.028 -0.626 3.629  0.01
O: 0.798 0.176 0.389  -0.04
H: 0.033 -0.440 0.472  0.06
H: 0.531 0.855 -0.250  0.05
O: 0.901 -3.910 3.009  -0.04
H: 1.271 -3.023 3.058  -0.01
H: 1.357 -4.308 2.302  -0.02
O: 4.567 -0.479 -0.177  -0.03
H: 3.929 -1.147 0.051  0.01
H: 4.424 -0.359 -1.114  0.04
O: 2.888 -1.228 -2.978  -0.06
H: 3.125 -1.392 -3.902  0.07
H: 2.602 -2.080 -2.578  0.02
O: -1.109 2.618 0.818  -0.05
H: -1.241 3.559 0.614  0.03
H: -1.980 2.239 0.678  0.03
O: 3.737 2.060 0.301  -0.06
H: 3.826 1.099 0.137  0.00
H: 4.648 2.360 0.267  0.06
O: -1.702 -2.702 2.023  -0.06
H: -1.684 -2.182 2.809  -0.01
H: -0.841 -3.170 2.067  0.03
O: -0.006 2.727 3.630  -0.03
H: -0.760 2.755 3.043  0.00
H: -0.347 2.825 4.503  0.04
O: 1.348 3.815 0.055  -0.10
H: 2.345 3.631 0.173  0.08
H: 0.980 3.061 0.564  0.02
O: -4.599 -2.824 -1.993  -0.08
H: -5.392 -3.329 -2.254  0.06
H: -4.298 -2.349 -2.804  0.01
O: -3.754 -1.447 -4.277  -0.03
H: -3.360 -2.177 -4.684  0.03
H: -3.007 -0.925 -3.965  0.00
O: 2.931 -4.148 0.821  -0.05
H: 3.084 -3.256 1.133  -0.01
H: 3.804 -4.522 0.620  0.07

Atomic forces in eV per Å
O -1.332 0.011 1.929
H 0.651 -0.775 -0.665
H 0.736 0.867 -1.497
O 0.402 -0.537 -0.233
H 0.828 -1.087 -0.339
H -1.116 1.585 0.762
O 0.103 1.388 1.759
H -0.068 -0.907 -1.533
H -0.034 -0.494 -0.039
O -0.356 -0.677 -1.197
H 0.061 0.465 0.834
H 0.328 -0.186 0.234
O 0.320 -1.403 -0.529
H 0.419 1.327 0.801
H -0.952 0.439 -0.242
O -0.784 -0.184 -0.604
H 0.634 0.370 1.269
H 0.484 -0.273 -0.729
O 0.154 0.657 0.986
H -0.382 -0.364 -0.538
H 0.155 -0.512 -0.518
O 1.323 0.146 -1.062
H -0.257 -0.232 0.272
H -1.011 -0.027 0.941
O 0.609 -0.833 0.562
H -0.702 0.911 -0.550
H 0.122 0.055 0.161
O 1.318 1.317 -0.912
H -0.787 -1.093 0.787
H -0.605 0.007 0.219
O -0.221 2.057 0.379
H -0.176 -0.409 -0.469
H 0.552 -1.532 0.080
O -1.189 0.418 0.318
H 0.772 -0.640 -0.100
H 0.632 0.631 -0.204
O 0.858 -0.358 1.006
H -1.009 0.456 -1.581
H 0.285 -0.233 0.551
O 1.160 0.782 -0.544
H -0.430 -0.079 -0.026
H -0.941 -0.755 0.804
O -0.759 -0.276 0.179
H 0.671 0.448 -0.436
H 0.017 -0.292 0.244
O -1.233 0.547 1.012
H 0.060 0.485 0.392
H 1.028 -0.969 -1.446
O 0.585 0.653 -0.195
H -0.678 -0.645 0.574
H 0.089 -0.086 -0.788
O 0.527 0.168 -0.205
H -0.010 -0.162 0.301
H -0.401 0.107 -0.039
O -0.002 0.391 0.006
H 0.173 0.112 0.078
H -0.362 -0.461 0.030
O -0.239 0.285 0.177
H 0.062 -0.085 0.090
H 0.152 0.118 0.063
O 0.426 -0.947 -1.235
H -0.032 0.957 0.903
H -0.456 -0.032 0.078
O 0.944 -0.176 -0.504
H -0.415 0.007 -0.537
H -0.444 0.135 0.962
O 2.038 -0.982 0.700
H -1.980 0.270 -0.533
H -0.120 0.509 -0.263
O -0.450 -0.156 -0.212
H 0.607 0.426 0.173
H -0.262 -0.081 0.347
O -1.347 1.239 0.876
H 0.920 -1.823 -1.200
H 0.443 0.416 0.204
O 0.465 -1.217 -0.588
H -0.145 0.716 0.041
H -0.426 0.103 0.206

M   468.4 g mol⁻¹
2S+1   1
Net charge   0
Calculated total energy   -1987.54575 Ha
LUMO level   -0.0672 eV
HOMO-LUMO gap   10.5 eV


Formula: ClH8O4
Source: OMol25
Level of theory: ωB97M-V with the def2-TZVPD basis set

Each line ends with the Löwdin charge.
Cartesian coordinates (Å):
Cl: -1.197 -1.158 -0.090  -0.21
O: -1.521 0.820 2.507  -0.11
H: -1.671 1.651 2.056  0.01
H: -1.397 0.183 1.803  -0.12
O: -0.554 2.029 -1.106  -0.09
H: -0.618 1.106 -0.864  -0.09
H: -1.262 2.454 -0.623  0.01
O: 1.101 -2.874 -1.656  -0.11
H: 0.417 -2.248 -1.420  -0.11
H: 1.890 -2.541 -1.229  0.01
O: 1.835 0.059 -0.078  -0.10
H: 0.933 -0.196 0.111  -0.11
H: 2.044 0.714 0.588  0.02

Atomic forces in eV per Å
Cl 0.121 0.390 0.059
O -0.059 0.551 0.849
H -0.005 0.093 -0.119
H 0.071 -0.730 -0.769
O 0.202 0.848 -0.208
H -0.145 -0.889 0.115
H -0.186 -0.011 0.045
O 0.499 -0.660 -0.509
H -0.604 0.397 0.399
H 0.082 0.226 0.147
O 0.886 0.063 -0.144
H -0.867 -0.439 0.040
H 0.006 0.160 0.093

M   107.5 g mol⁻¹
2S+1   1
Net charge   -1
Calculated total energy   -766.06605 Ha
LUMO level   3.7196 eV
HOMO-LUMO gap   9.2 eV


Formula: C31H31B2F4N5O7RuS2SbSe
Source: OMol25
Level of theory: ωB97M-V with the def2-TZVPD basis set

Each line ends with the Löwdin spin population.
Cartesian coordinates (Å):
Ru: -2.519 0.565 1.202  0.78
C: -4.970 -2.715 2.423  0.00
C: -4.059 -1.756 1.728  0.00
N: -3.677 -0.656 2.268  0.00
O: -4.041 -0.281 3.499  0.00
B: -4.060 1.252 3.605  0.00
F: -4.656 1.692 2.406  0.01
F: -4.718 1.531 4.754  0.00
O: -2.715 1.977 3.689  0.00
N: -2.156 2.054 2.465  0.00
C: -1.345 2.983 2.094  0.01
C: -0.904 4.102 2.968  0.00
C: -0.893 2.825 0.690  0.00
N: -1.417 1.800 0.120  0.00
O: -1.107 1.444 -1.127  0.00
B: -2.214 0.624 -1.778  0.00
F: -1.831 0.544 -3.088  0.00
F: -3.409 1.276 -1.487  0.01
O: -2.394 -0.821 -1.331  0.00
N: -2.947 -0.886 -0.113  0.00
C: -3.578 -1.916 0.329  0.01
C: -3.802 -3.156 -0.463  0.00
C: 0.085 3.706 0.001  0.00
H: -5.833 -2.184 2.824  0.00
H: -4.441 -3.152 3.271  0.00
H: -5.313 -3.503 1.760  0.00
H: -1.401 4.042 3.932  0.00
H: -1.129 5.062 2.501  0.00
H: 0.177 4.048 3.117  0.00
H: -3.263 -3.092 -1.404  0.00
H: -4.865 -3.293 -0.670  0.00
H: -3.457 -4.027 0.096  0.00
H: 0.254 4.632 0.545  0.00
H: -0.261 3.924 -1.010  0.00
H: 1.035 3.173 -0.106  0.00
Se: 1.087 0.449 1.753  0.02
C: 1.450 0.899 3.589  0.01
C: 2.754 1.251 3.919  0.00
C: 3.024 1.636 5.223  0.00
N: 2.108 1.672 6.188  0.00
C: 0.870 1.316 5.860  0.00
C: 0.483 0.929 4.583  0.01
H: 3.549 1.223 3.183  0.00
H: 4.033 1.919 5.504  0.00
H: 0.134 1.338 6.657  0.00
H: -0.543 0.640 4.392  0.00
O: -2.842 -4.173 5.284  0.00
S: -2.511 -4.487 3.941  0.00
O: -3.075 -5.633 3.317  0.00
O: -1.635 -3.649 3.204  0.00
S: -0.819 -0.611 2.003  0.14
C: 5.689 -3.008 -1.610  0.00
C: 4.988 -3.111 -2.803  0.00
C: 3.743 -2.509 -2.938  0.00
C: 3.178 -1.794 -1.885  0.00
C: 3.881 -1.721 -0.682  0.00
C: 5.130 -2.312 -0.547  0.00
Sb: 1.220 -0.892 -1.992  0.00
C: 0.884 -1.280 -4.062  0.00
C: 1.729 -0.822 -5.069  0.00
C: 1.463 -1.118 -6.399  0.00
C: 0.346 -1.873 -6.733  0.00
C: -0.508 -2.326 -5.737  0.00
C: -0.240 -2.025 -4.407  0.00
C: 1.896 1.133 -2.236  0.00
C: 1.252 1.977 -3.137  0.00
C: 1.596 3.322 -3.215  0.00
C: 2.589 3.840 -2.394  0.00
C: 3.237 3.006 -1.492  0.00
C: 2.887 1.663 -1.413  0.00
H: 6.661 -3.473 -1.507  0.00
H: 5.410 -3.662 -3.634  0.00
H: 3.214 -2.601 -3.878  0.00
H: 3.450 -1.221 0.178  0.00
H: 5.662 -2.240 0.394  0.00
H: 2.602 -0.230 -4.817  0.00
H: 2.126 -0.758 -7.175  0.00
H: 0.138 -2.101 -7.771  0.00
H: -1.385 -2.905 -5.995  0.00
H: -0.924 -2.360 -3.636  0.00
H: 0.462 1.593 -3.771  0.00
H: 1.084 3.965 -3.921  0.00
H: 2.861 4.886 -2.462  0.00
H: 4.021 3.397 -0.855  0.00
H: 3.416 1.026 -0.711  0.00

Atomic forces in eV per Å
Ru -0.241 0.288 0.135
C 0.186 0.110 -0.191
C -0.331 -0.039 0.047
N 0.126 0.109 0.087
O 0.011 -0.099 0.082
B -0.056 0.065 0.190
F -0.073 0.045 -0.070
F 0.004 0.016 -0.088
O 0.009 0.043 -0.024
N 0.128 -0.237 0.084
C -0.109 0.083 0.325
C 0.011 -0.003 -0.019
C 0.087 0.146 -0.228
N 0.003 -0.173 0.064
O 0.108 0.036 -0.203
B 0.191 0.054 -0.377
F -0.198 -0.002 0.063
F -0.124 0.063 -0.024
O -0.055 -0.190 -0.004
N 0.243 0.063 0.204
C 0.022 -0.197 -0.195
C -0.030 0.004 0.027
C -0.087 -0.046 0.051
H 0.048 0.037 0.077
H -0.249 0.014 0.104
H 0.068 -0.055 0.015
H -0.001 -0.011 -0.005
H -0.003 -0.006 0.004
H 0.002 -0.004 0.010
H -0.008 0.003 -0.005
H 0.001 0.004 -0.014
H 0.016 0.001 -0.004
H -0.003 -0.001 0.009
H 0.002 -0.008 0.031
H -0.040 0.034 0.023
Se -0.041 -0.118 0.261
C -0.030 0.085 -0.006
C -0.019 0.032 -0.063
C -0.042 -0.049 -0.020
N 0.037 0.034 0.039
C -0.005 -0.027 -0.070
C -0.018 -0.064 -0.019
H -0.005 0.017 0.010
H -0.008 0.002 0.003
H 0.019 0.017 -0.010
H 0.036 0.081 -0.003
O 0.043 -0.026 -0.023
S -0.026 -0.154 0.026
O 0.034 0.038 0.042
O 0.046 0.050 -0.034
S 0.106 -0.066 -0.315
C -0.017 0.020 0.011
C -0.006 0.017 0.011
C 0.035 0.011 -0.036
C -0.067 0.039 0.024
C 0.032 -0.081 0.006
C 0.006 -0.007 -0.026
Sb 0.168 -0.062 0.079
C -0.106 0.007 0.071
C 0.007 0.014 -0.026
C 0.007 0.003 -0.002
C -0.021 -0.005 0.018
C 0.023 0.007 -0.007
C 0.032 0.009 -0.062
C 0.057 -0.060 0.054
C -0.053 0.090 0.022
C 0.041 -0.034 -0.018
C 0.043 -0.033 -0.029
C 0.047 0.028 -0.055
C 0.067 -0.014 -0.035
H -0.005 0.000 0.004
H 0.001 0.000 0.004
H 0.006 -0.011 0.014
H -0.052 0.051 0.011
H -0.001 0.001 0.001
H -0.011 0.004 -0.002
H -0.002 0.000 0.003
H -0.001 -0.004 0.002
H 0.000 0.004 -0.007
H 0.001 -0.002 -0.003
H 0.006 0.004 0.001
H 0.004 0.004 -0.004
H -0.001 0.001 0.009
H -0.009 0.005 -0.007
H -0.016 -0.008 -0.024

M   1049.2 g mol⁻¹
2S+1   2
Net charge   0
Calculated total energy   -5982.66458 Ha
LUMO level (spin up / spin down)   -1.5964 / -1.9340 eV
HOMO-LUMO gap (spin up / spin down)   6.7 / 6.3 eV
<S²>   0.7584


Formula: C3H5NS2
Source: OMol25
Level of theory: ωB97M-V with the def2-TZVPD basis set

Each line ends with the Löwdin charge.
Cartesian coordinates (Å):
C: 0.061 1.480 0.082  -0.10
C: 0.066 0.007 0.078  -0.55
C: -1.285 -0.681 0.118  -0.59
S: -2.763 -0.062 -0.087  0.72
N: 1.046 -0.834 0.067  -0.27
S: 2.610 -0.035 -0.083  0.75
H: 0.778 1.802 -0.647  0.05
H: -0.970 1.780 -0.112  0.03
H: 0.423 1.883 1.012  0.09
H: -1.387 -1.729 0.250  0.02
H: 3.238 -1.181 0.086  -0.16

Atomic forces in eV per Å
C -0.119 -0.321 -0.272
C -1.144 -2.002 0.582
C -0.281 0.650 -0.243
S 0.198 0.720 -0.022
N 0.475 1.687 -0.281
S -1.179 -0.425 0.253
H 0.104 0.567 -0.763
H 0.343 0.452 -0.096
H -0.015 0.046 0.649
H 1.169 -0.996 0.210
H 0.451 -0.379 -0.016

M   119.2 g mol⁻¹
2S+1   1
Net charge   0
Calculated total energy   -968.38192 Ha
LUMO level   -0.9470 eV
HOMO-LUMO gap   8.0 eV


Q: Which of these has the highest M?
A: C31H31B2F4N5O7RuS2SbSe


Q: Among the records above, which one has the lowest calculated total energy?
A: C31H31B2F4N5O7RuS2SbSe